(1)
Formula: C24H21NO4S3
Source: the Open Molecules 2025 dataset
Level of theory: ωB97M-V/def2-TZVPD

Element x y z (Å)
C  1.3804  2.7093  3.7693
S  1.6715  2.0185  2.1113
C  3.1737  1.0390  2.5040
C  0.3790  0.9150  1.9125
C  -0.9609  1.2181  2.2831
C  -1.9133  0.1951  2.6033
C  -3.1931  0.5336  3.0199
C  -3.6020  1.8789  3.0431
C  -4.9693  2.2301  3.3287
N  -6.0769  2.5403  3.5685
C  -2.6935  2.8882  2.6893
C  -1.4053  2.5721  2.3053
H  0.4111  3.2141  3.7767
H  1.4054  1.8783  4.4809
H  2.1947  3.4242  3.9565
H  3.4730  0.4704  1.6118
H  3.9636  1.7628  2.7527
H  2.9647  0.3808  3.3589
H  0.6291  -0.0504  1.4753
H  -1.6268  -0.8599  2.4913
H  -3.9013  -0.2446  3.3133
H  -3.0213  3.9244  2.7049
H  -0.7429  3.3568  1.9422
C  -2.8863  -1.7799  -5.1814
C  -1.9005  -0.9999  -4.5708
C  -1.4245  -1.3660  -3.3119
C  -1.8825  -2.5135  -2.6897
C  -2.8365  -3.3197  -3.3114
C  -3.3469  -2.9399  -4.5530
S  -1.2024  -2.8822  -1.0647
O  -2.1869  -2.6215  -0.0404
O  -0.4829  -4.1316  -1.1299
C  0.0161  -1.5772  -1.0978
C  1.1236  -1.6575  -0.3193
C  2.3011  -0.8479  -0.5689
C  2.2481  0.5560  -0.7054
C  3.3945  1.2798  -1.0424
C  4.5672  0.5945  -1.3940
C  4.6242  -0.8050  -1.2647
C  3.5323  -1.4996  -0.7589
S  -0.0767  -0.4807  -2.5148
O  1.0715  -0.6794  -3.3632
O  -0.5197  0.8397  -2.1237
H  -3.2788  -1.4787  -6.1514
H  -1.5037  -0.1023  -5.0383
H  -3.1692  -4.2187  -2.8033
H  -4.1043  -3.5534  -5.0342
H  1.1927  -2.4600  0.4300
H  1.3173  1.0618  -0.4462
H  3.3636  2.3751  -1.0364
H  5.4285  1.1465  -1.7851
H  5.5287  -1.3543  -1.5515
H  3.5525  -2.5798  -0.5801

Calculated values
- spin multiplicity = 1
- total energy (Eh) = -2477.25053
- LUMO energy (eV) = -0.69



(2)
Formula: C24H22BN4O6PtSe5
Source: the Open Molecules 2025 dataset
Level of theory: ωB97M-V/def2-TZVPD

Element x y z (Å)
Pt  -1.7668  2.3350  0.9777
Se  -3.8884  2.5570  2.6186
Se  -2.0458  3.3364  3.5641
Se  -2.0194  6.1370  1.0961
Se  -1.9474  4.3816  -0.2757
O  -3.1569  -1.3603  1.5414
C  -2.0355  -0.8556  1.4982
O  -1.7310  0.3238  1.8673
C  -0.9118  -1.7844  1.0450
C  0.2606  -1.3045  0.4757
C  1.2496  -2.1755  0.0418
C  1.0490  -3.5302  0.2258
C  -0.0951  -4.0460  0.8098
C  -1.0819  -3.1586  1.2047
N  2.0921  -4.4720  -0.2322
O  3.0321  -4.0162  -0.8518
O  1.9389  -5.6522  0.0194
H  0.3969  -0.2428  0.3758
H  2.1604  -1.8168  -0.4150
H  -0.2009  -5.1130  0.9381
H  -2.0048  -3.5152  1.6418
O  1.1355  3.2010  0.3602
B  -0.0043  2.4455  0.0143
O  0.2719  1.7402  -1.1848
C  1.5703  2.0272  -1.5038
C  2.3206  1.5518  -2.5521
C  3.6402  2.0047  -2.6376
C  4.1573  2.8944  -1.7041
C  3.3815  3.3693  -0.6433
C  2.0864  2.9121  -0.5697
H  1.9056  0.8578  -3.2701
H  4.2689  1.6549  -3.4451
H  5.1824  3.2271  -1.8000
H  3.7707  4.0620  0.0902
N  -3.0972  1.2009  -0.7885
C  -3.1626  0.1690  -1.3100
N  -3.2458  -1.0209  -1.8624
C  -2.3003  -1.3801  -2.9206
C  -1.8643  -2.8284  -2.7526
C  -3.0562  -3.7782  -2.5044
C  -4.3949  -3.0466  -2.5490
C  -4.3974  -1.8864  -1.5683
H  -1.4475  -0.7070  -2.8326
H  -2.7538  -1.2113  -3.9040
H  -1.1672  -2.8845  -1.9204
H  -1.3133  -3.1220  -3.6491
H  -2.9498  -4.2340  -1.5170
H  -3.0524  -4.5948  -3.2281
H  -5.2075  -3.7232  -2.2784
H  -4.6064  -2.6914  -3.5615
H  -4.3068  -2.2369  -0.5378
H  -5.3160  -1.2988  -1.6442
Se  0.7696  1.2098  2.9278
C  2.2606  2.2429  3.4821
C  2.3291  2.7826  4.7652
C  3.4513  3.5085  5.1325
N  4.4849  3.7383  4.3247
C  4.4084  3.2308  3.0942
C  3.3357  2.4889  2.6293
H  1.5146  2.6356  5.4621
H  3.5216  3.9299  6.1295
H  5.2540  3.4265  2.4433
H  3.3286  2.1055  1.6175

Calculated values
- spin multiplicity = 5
- total energy (Eh) = -13749.64408
- LUMO energy (alpha / beta) (eV) = 1.56 / 0.53
- net charge = -1



(3)
Formula: C24H22BrCoN5O6S
Source: the Open Molecules 2025 dataset
Level of theory: ωB97M-V/def2-TZVPD

Element x y z (Å)
Co  -0.3714  0.5121  -0.5185
O  -3.6787  -1.2264  -2.7356
C  -3.0991  -2.4485  -2.7262
C  -3.4870  -3.3746  -3.6907
C  -2.8956  -4.6274  -3.7375
C  -1.8995  -4.9613  -2.8338
C  -1.5194  -4.0446  -1.8612
C  -2.1276  -2.8045  -1.7728
C  -1.8224  -1.8073  -0.6605
O  -1.6823  -0.5321  -1.1683
N  -0.6262  -2.1678  0.0641
N  0.0136  -1.0613  0.6729
C  0.6182  -1.4247  1.8000
C  1.7082  -0.9705  2.5393
Br  3.0237  0.1992  1.7720
C  2.0793  -1.4767  3.7895
C  1.3116  -2.2221  4.7265
C  -0.1066  -2.2793  4.7680
C  -0.7721  -3.0190  5.7249
C  -0.0811  -3.7420  6.6947
C  1.3137  -3.6864  6.6904
C  1.9891  -2.9480  5.7449
H  -3.0833  -0.6372  -2.2064
H  -4.2450  -3.0821  -4.4074
H  -3.1963  -5.3329  -4.5037
H  -1.4131  -5.9278  -2.8885
H  -0.7224  -4.2853  -1.1693
H  -2.7036  -1.8179  0.0222
H  -0.7965  -2.9025  0.7411
H  0.2393  -2.3626  2.2110
H  3.1101  -1.2969  4.0722
H  -0.6745  -1.6889  4.0615
H  -1.8572  -3.0340  5.7237
H  -0.6122  -4.3193  7.4417
H  1.8739  -4.2394  7.4378
H  3.0735  -2.9271  5.7510
C  -1.3770  3.7142  -4.8083
N  -1.6981  3.2888  -3.4629
C  -2.7701  3.7791  -2.7906
C  -3.0793  3.3687  -1.5517
C  -2.2371  2.3674  -0.9238
O  -2.4699  1.9033  0.1998
N  -1.1551  1.9135  -1.6252
C  -0.8409  2.3095  -2.8846
O  0.0867  1.9045  -3.5514
H  -1.7769  4.7120  -4.9879
H  -1.7864  3.0228  -5.5503
H  -0.2953  3.7087  -4.9155
H  -3.3609  4.5153  -3.3232
H  -3.9258  3.7566  -1.0078
S  1.4052  -0.7271  -1.9928
C  2.4938  0.1808  -2.8474
N  3.3148  0.7224  -3.4680
C  -0.3132  3.1919  2.2651
C  0.1596  2.9955  0.8274
O  0.2962  3.9538  0.0841
O  0.4154  1.7540  0.5452
H  -0.2582  4.2450  2.5344
H  0.2876  2.5817  2.9394
H  -1.3496  2.8536  2.3053

Calculated values
- spin multiplicity = 4
- total energy (Eh) = -6008.01625
- LUMO energy (alpha / beta) (eV) = 4.54 / 4.56
- net charge = -2



(4)
Formula: C24H22Cl2N7O6OsPS
Source: the Open Molecules 2025 dataset
Level of theory: ωB97M-V/def2-TZVPD

Element x y z (Å)
Os  -0.3026  -0.3430  -1.3355
Cl  -4.1300  0.4951  -6.8677
C  -3.3347  0.8105  -5.3661
C  -2.2502  0.0160  -5.0145
C  -1.6033  0.2535  -3.8160
N  -0.4847  -0.4501  -3.3217
C  0.4390  -1.0514  -4.1361
O  0.3069  -1.2672  -5.3220
C  1.7354  -1.3578  -3.4348
C  2.7313  -2.0489  -4.0921
C  3.9210  -2.2864  -3.4212
C  4.0572  -1.8465  -2.1179
C  2.9964  -1.1846  -1.5242
N  1.8753  -0.9116  -2.1823
C  -2.0400  1.2841  -2.9610
C  -3.1221  2.0697  -3.3175
C  -3.7654  1.8257  -4.5249
Cl  -5.1187  2.8174  -4.9443
N  -1.2453  1.4064  -1.8017
C  -1.1637  2.5500  -1.0742
O  -1.9154  3.5066  -1.1321
C  0.0663  2.6266  -0.2002
C  0.2176  3.6961  0.6666
C  1.3958  3.7990  1.3878
C  2.3799  2.8403  1.2013
C  2.1347  1.7991  0.3195
N  0.9988  1.6873  -0.3619
H  -1.9161  -0.7682  -5.6733
H  2.5527  -2.3810  -5.1044
H  4.7241  -2.8255  -3.9056
H  4.9529  -2.0438  -1.5470
H  3.0252  -0.9051  -0.4808
H  -3.4584  2.8639  -2.6723
H  -0.5797  4.4214  0.7391
H  1.5491  4.6202  2.0754
H  3.3239  2.8889  1.7261
H  2.8810  1.0332  0.1575
O  -0.8509  -0.1502  0.5811
S  0.4975  -3.1150  -0.0328
O  1.6997  -3.5803  -0.7102
O  0.8958  -1.9232  0.8759
O  -0.3541  -2.2813  -1.1735
C  -2.0171  -1.0708  4.6884
N  -1.1223  -2.1079  4.1793
C  0.2317  -1.8538  4.6710
N  0.7270  -0.5077  4.3784
C  -0.2331  0.4716  4.8838
N  -1.5828  0.2848  4.3656
C  -1.5807  0.4666  2.9099
P  -0.4731  -0.7016  1.9866
C  -1.1555  -2.2351  2.7194
C  1.0385  -0.3267  2.9584
H  -2.0601  -1.1675  5.7750
H  -3.0176  -1.2338  4.2849
H  0.9140  -2.5889  4.2416
H  0.2224  -1.9761  5.7556
H  0.1147  1.4747  4.6293
H  -0.2658  0.3803  5.9713
H  -1.2706  1.4888  2.6694
H  -2.5976  0.3490  2.5255
H  -0.5899  -3.1122  2.4155
H  -2.1877  -2.3579  2.3815
H  1.3264  0.7126  2.7830
H  1.8570  -0.9787  2.6664

Calculated values
- spin multiplicity = 5
- total energy (Eh) = -3513.13411
- LUMO energy (alpha / beta) (eV) = -0.42 / -1.99



(5)
Formula: C24H22F6O12
Source: the Open Molecules 2025 dataset
Level of theory: ωB97M-V/def2-TZVPD

Element x y z (Å)
O  1.5617  -15.2089  -1.7367
C  1.9349  -16.1534  -2.3951
O  2.7225  -17.1348  -1.9166
C  3.1288  -17.9841  -2.9986
C  2.2024  -17.5539  -4.1035
F  1.0901  -18.3904  -4.2326
O  1.7297  -16.2914  -3.7059
H  4.1942  -17.8804  -3.1920
H  2.9533  -19.0493  -2.7395
H  2.6025  -17.4662  -5.1163
O  12.2907  -18.6475  -1.7202
C  11.7823  -17.7145  -2.3064
O  12.3255  -16.6716  -2.8666
C  11.3269  -15.7718  -3.3588
C  10.0627  -16.4792  -3.2486
F  9.6662  -16.9532  -4.4895
O  10.4183  -17.6620  -2.5536
H  11.4004  -14.8735  -2.7530
H  11.6598  -15.5295  -4.3908
H  9.2306  -15.9700  -2.8196
O  3.7111  -16.1492  -8.8017
C  4.6494  -15.7418  -8.2434
O  5.6302  -16.4884  -7.7149
C  6.6377  -15.6583  -7.0720
C  6.2961  -14.2962  -7.6138
F  7.0810  -13.9643  -8.6990
O  4.9422  -14.3836  -7.9996
H  6.4667  -15.6975  -6.0233
H  7.6280  -16.0716  -7.2849
H  6.3858  -13.4155  -6.9744
O  4.9506  -20.0787  -0.9936
C  5.9887  -19.7706  -0.3634
O  6.9858  -20.6134  -0.0731
C  7.8719  -20.0377  0.8509
C  7.6439  -18.5693  0.6775
F  8.3799  -17.9807  -0.2725
O  6.2546  -18.5527  0.1903
H  7.5880  -20.3337  1.8704
H  8.9115  -20.2936  0.6850
H  7.6502  -17.8779  1.5179
F  7.5199  -20.4843  -2.9164
C  6.6250  -20.1375  -3.8751
C  5.4215  -20.7989  -3.9399
C  4.5528  -20.4449  -4.9394
C  4.9256  -19.4224  -5.8571
C  6.1704  -18.8794  -5.8273
C  7.0237  -19.2132  -4.7949
H  5.1561  -21.6212  -3.2920
H  3.6057  -20.9804  -4.9355
H  4.3138  -18.9795  -6.6072
H  6.4728  -18.1388  -6.5646
H  7.9884  -18.7474  -4.6515
F  4.7826  -17.6637  -12.8059
C  4.5898  -18.4311  -11.7545
C  5.4301  -18.3409  -10.6790
C  5.2570  -19.2252  -9.6429
C  4.2519  -20.1564  -9.6502
C  3.3428  -20.1459  -10.6702
C  3.5552  -19.2968  -11.7479
H  6.1705  -17.5352  -10.7715
H  5.9848  -19.2019  -8.8150
H  4.1775  -20.8232  -8.8105
H  2.4996  -20.8294  -10.7184
H  2.9498  -19.2721  -12.6262

Calculated values
- spin multiplicity = 1
- total energy (Eh) = -2429.84160
- structure (SMILES) = O=C1OC[C@@H](F)O1.O=C1OC[C@@H](F)O1.O=C1OC[C@@H](F)O1.O=C1OC[C@@H](F)O1.Fc1ccccc1.Fc1ccccc1
- LUMO energy (eV) = -0.18



(6)
Formula: C24H22IrN4O2S
Source: the Open Molecules 2025 dataset
Level of theory: ωB97M-V/def2-TZVPD

Element x y z (Å)
Ir  -0.1772  1.5662  -0.8396
C  -3.3054  1.4658  -0.4416
N  -2.1575  1.4774  -1.3607
C  -2.3952  1.3494  -2.6339
C  -1.2756  1.2474  -3.4967
C  -1.1049  1.0950  -4.8956
C  0.2436  1.0409  -5.1041
C  0.8811  1.1705  -3.8073
N  -0.0318  1.2915  -2.8644
C  -3.2541  0.3134  0.5364
C  -2.7499  -0.9285  0.1709
C  -2.7611  -1.9778  1.0791
C  -3.2962  -1.7972  2.3457
C  -3.8256  -0.5639  2.7045
C  -3.7980  0.4900  1.8054
H  -4.2182  1.4431  -1.0398
H  -3.2976  2.4100  0.1055
H  -3.4131  1.2886  -3.0037
H  -1.8889  1.0425  -5.6338
H  0.7642  0.9316  -6.0420
H  1.9376  1.1786  -3.5784
H  -2.3475  -1.0932  -0.8224
H  -2.3680  -2.9431  0.7891
H  -3.3202  -2.6214  3.0459
H  -4.2673  -0.4258  3.6827
H  -4.2249  1.4473  2.0822
C  4.9593  -4.4576  -0.4451
C  4.2153  -3.1815  -0.2005
C  4.4847  -2.4072  0.9282
C  3.8280  -1.2115  1.1485
C  2.8859  -0.7924  0.2123
C  2.5873  -1.5462  -0.9230
C  3.2558  -2.7344  -1.1179
S  2.0612  0.6834  0.5065
O  2.6196  1.4047  1.5944
O  1.8866  1.4393  -0.7956
N  0.4044  0.3620  0.7163
C  -0.1254  1.2349  1.7202
C  -0.1224  1.1861  3.0907
C  -0.6584  2.2982  3.7298
C  -1.1479  3.3793  2.9985
C  -1.1138  3.3405  1.6181
N  -0.6164  2.2558  1.0207
H  5.3076  -4.9000  0.4859
H  5.8364  -4.2581  -1.0650
H  4.3421  -5.1831  -0.9723
H  5.2235  -2.7450  1.6429
H  4.0475  -0.6052  2.0164
H  1.8434  -1.2076  -1.6328
H  3.0392  -3.3338  -1.9927
H  0.2891  0.3452  3.6292
H  -0.6799  2.3317  4.8108
H  -1.5425  4.2517  3.4988
H  -1.4591  4.1527  0.9932

Calculated values
- spin multiplicity = 2
- total energy (Eh) = -1799.17142
- LUMO energy (alpha / beta) (eV) = -7.81 / -9.44
- net charge = +2



Q: What is the total energy in the third record?
A: -6008.01625 Eh



Q: Among the records above, which one has the highest total energy?
A: C24H22IrN4O2S



Q: Which of these has the highest total energy?
A: C24H22IrN4O2S